(1)
Density functional theory data (the ωB97M-V functional and the def2-TZVPD basis) for an isolated ion of composition C12H16NOSe and charge +1.

The total charge is +1. As for the HOMO energy: -11.119 eV. As for the spin multiplicity: 1. As for the orbital gap: 8.16 eV. Its structure (SMILES) is C[N@@H+]1CC[C@@]2(C1)O[C@@H]2[Se]c1ccccc1.

Geometry as XYZ:
```
31
C12H16NOSe | the Open Molecules 2025 dataset | the ωB97M-V functional and the def2-TZVPD basis
C -3.727 -0.885 0.296
N -2.806 0.252 0.762
C -2.444 1.131 -0.542
C -1.663 0.201 -1.436
C -0.921 -0.783 -0.478
C -1.453 -0.341 1.045
O -1.035 -2.121 -0.859
C 0.192 -1.719 -1.328
Se 1.626 -2.348 -0.236
C 2.555 -0.653 0.103
C 2.234 0.508 -0.515
C 3.031 1.644 -0.313
C 4.078 1.634 0.595
C 4.364 0.499 1.333
C 3.520 -0.657 1.100
H -3.144 -1.550 -0.239
H -4.117 -1.505 1.047
H -4.525 -0.328 -0.257
H -3.161 0.739 1.503
H -1.854 1.953 -0.103
H -3.309 1.452 -1.033
H -0.905 0.884 -1.871
H -2.244 -0.376 -2.110
H -1.475 -1.221 1.734
H -0.865 0.448 1.490
H 0.231 -1.552 -2.316
H 1.331 0.658 -1.065
H 2.870 2.603 -0.874
H 4.847 2.378 0.758
H 5.165 0.449 2.069
H 3.604 -1.396 1.739
```

Atom charges from the Löwdin analysis, given in e for atoms 1 to 4: C 0.064; N -0.060; C -0.037; C -0.098


(2)
Density functional theory data (the ωB97M-V functional and the def2-TZVPD basis) for an isolated ion of composition C12H16NS and charge +1.

The total charge is +1. The energy above the lowest of the compared OMol25 structures with the same formula, charge and spin comes out at 1.397 eV. As for the HOMO energy (alpha / beta): -11.134 / -12.148 eV. As for the spin multiplicity: 3. As for the orbital gap (alpha / beta): 7.43 / 3.96 eV.

Geometry as XYZ:
```
30
C12H16NS | the Open Molecules 2025 dataset | the ωB97M-V functional and the def2-TZVPD basis
C 2.908 -1.208 1.146
C 1.915 -2.163 0.988
C 2.696 0.042 0.515
C 0.817 -1.834 0.216
C 1.537 0.398 -0.145
C 0.567 -0.588 -0.346
C -1.564 -1.391 -1.122
C -2.688 -1.570 -0.378
C -1.863 0.544 1.150
C 1.430 1.878 -0.468
C -1.918 1.775 1.931
C -0.496 0.244 -2.318
N -0.704 -0.266 -1.033
S -3.233 -0.247 0.642
H 3.655 -1.400 1.795
H 1.981 -3.178 1.207
H 3.567 0.764 0.682
H 0.077 -2.624 0.054
H -1.420 -2.033 -1.954
H -3.492 -2.304 -0.426
H -0.933 0.008 1.256
H 2.144 2.339 -1.112
H 0.611 2.300 -0.972
H 1.457 2.456 0.532
H -1.553 1.651 2.876
H -2.999 2.154 1.664
H -1.287 2.604 1.736
H -1.193 1.081 -2.545
H 0.503 0.886 -2.252
H -0.521 -0.319 -3.317
```

Atom charges from the Löwdin analysis, given in e for atoms 1 to 4: C -0.021; C -0.045; C -0.019; C -0.032


Calculated values (hartree/bohr) of max |F| for the records, taken in order: 0.1322 0.1259.
Calculated values (g/mol) of molar mass for the records, taken in order: 269.23 206.33.